No. 1
Density functional theory data (ωB97M-V/def2-TZVPD) for a molecular structure, C63H70BiCl2N5O4STe in a non-equilibrium geometry.

Values from the calculation:
Electronic energy in Eh: -4818.587505
Orbital gap (alpha / beta) in hartree: 0.17807 / 0.17805
Charge: 0
Relative energy (zero: lowest compared OMol25 entry of this formula, charge and spin) in kcal per mole: 30.28

Each line ends with the Löwdin charge.
Element x y z (Å)
Bi (-0.773, -0.886, 0.585)  1.95
C (3.274, -1.066, -5.424)  -0.04
C (1.869, -0.641, -5.880)  -0.55
C (1.501, -1.498, -7.096)  -0.06
C (1.885, 0.829, -6.322)  -0.04
C (0.919, -0.843, -4.703)  -0.14
C (1.115, -0.161, -3.525)  0.05
C (0.380, -0.480, -2.366)  -0.18
N (0.400, 0.178, -1.195)  0.05
C (1.063, 1.307, -0.918)  -0.20
C (2.344, 1.624, -1.413)  0.01
C (2.890, 2.863, -1.246)  -0.14
C (2.079, 3.857, -0.647)  0.05
C (0.852, 3.614, -0.101)  -0.07
C (0.348, 2.261, -0.081)  -0.27
O (-0.686, 1.897, 0.542)  -0.34
C (0.058, 4.719, 0.580)  -0.52
C (0.611, 6.119, 0.283)  -0.06
C (0.115, 4.453, 2.089)  -0.02
C (-1.391, 4.702, 0.074)  -0.03
C (4.302, 3.213, -1.680)  -0.55
C (5.095, 3.734, -0.473)  -0.03
C (4.246, 4.298, -2.765)  -0.03
C (5.054, 2.004, -2.242)  -0.05
C (-0.635, -1.506, -2.432)  -0.25
O (-1.182, -1.906, -1.348)  -0.21
C (-1.008, -2.000, -3.711)  -0.07
C (-0.174, -1.723, -4.770)  0.05
C (-2.228, -2.882, -3.939)  -0.53
C (-3.289, -2.715, -2.848)  -0.05
C (-1.756, -4.338, -4.008)  -0.04
C (-2.914, -2.496, -5.259)  -0.05
H (3.966, -1.039, -6.264)  0.09
H (3.244, -2.078, -5.024)  0.09
H (3.647, -0.407, -4.646)  0.06
H (2.247, -1.358, -7.877)  0.09
H (0.535, -1.211, -7.504)  0.09
H (1.485, -2.555, -6.840)  0.09
H (2.528, 0.946, -7.192)  0.09
H (2.258, 1.477, -5.535)  0.07
H (0.883, 1.159, -6.586)  0.09
H (1.826, 0.644, -3.501)  0.10
H (2.907, 0.817, -1.847)  0.09
H (2.479, 4.854, -0.586)  0.10
H (1.605, 6.266, 0.695)  0.08
H (-0.047, 6.856, 0.737)  0.09
H (0.636, 6.309, -0.789)  0.09
H (1.153, 4.442, 2.420)  0.09
H (-0.332, 3.487, 2.313)  0.05
H (-0.426, 5.221, 2.639)  0.09
H (-1.402, 4.785, -1.011)  0.10
H (-1.946, 5.540, 0.493)  0.09
H (-1.900, 3.790, 0.362)  0.05
H (4.678, 4.657, -0.083)  0.08
H (6.127, 3.922, -0.761)  0.09
H (5.093, 2.998, 0.326)  0.07
H (3.746, 5.193, -2.409)  0.08
H (3.709, 3.934, -3.637)  0.09
H (5.253, 4.571, -3.071)  0.09
H (5.150, 1.220, -1.496)  0.08
H (6.055, 2.306, -2.543)  0.09
H (4.553, 1.600, -3.117)  0.07
H (-0.393, -2.194, -5.712)  0.10
H (-2.959, -3.106, -1.894)  0.04
H (-4.199, -3.240, -3.133)  0.09
H (-3.531, -1.662, -2.729)  0.10
H (-1.313, -4.638, -3.063)  0.06
H (-1.012, -4.461, -4.791)  0.08
H (-2.594, -4.993, -4.229)  0.09
H (-3.120, -1.428, -5.274)  0.09
H (-3.856, -3.033, -5.343)  0.08
H (-2.324, -2.750, -6.134)  0.07
Cl (-6.712, -5.956, 2.558)  0.65
C (-5.313, -5.058, 2.075)  -0.68
C (-4.517, -5.569, 1.034)  -0.12
C (-3.405, -4.885, 0.644)  -0.57
Cl (-2.377, -5.534, -0.568)  0.75
C (-2.993, -3.623, 1.214)  -0.38
O (-1.959, -3.052, 0.791)  -0.20
C (-3.824, -3.167, 2.300)  -0.11
C (-3.465, -2.045, 3.076)  -0.21
O (-2.519, -1.260, 2.889)  -0.31
C (-4.978, -3.889, 2.692)  -0.06
H (-4.783, -6.497, 0.551)  0.11
H (-4.093, -1.895, 3.968)  0.13
H (-5.579, -3.489, 3.497)  0.11
Te (-2.552, 1.284, 2.146)  1.51
C (-3.192, 3.291, 2.686)  -0.47
C (-4.249, 3.893, 2.022)  -0.14
C (-4.784, 5.082, 2.486)  -0.09
C (-4.271, 5.672, 3.627)  -0.09
C (-3.220, 5.075, 4.300)  -0.09
C (-2.684, 3.889, 3.829)  -0.17
C (-4.208, 0.819, 3.472)  -0.47
C (-4.099, 0.973, 4.846)  -0.13
C (-5.154, 0.652, 5.684)  -0.09
C (-6.331, 0.149, 5.156)  -0.10
C (-6.450, -0.013, 3.786)  -0.09
C (-5.394, 0.320, 2.951)  -0.15
H (-4.662, 3.423, 1.140)  0.10
H (-5.608, 5.551, 1.965)  0.10
H (-4.697, 6.592, 3.999)  0.10
H (-2.824, 5.533, 5.197)  0.10
H (-1.865, 3.420, 4.358)  0.10
H (-3.175, 1.350, 5.266)  0.09
H (-5.059, 0.789, 6.750)  0.10
H (-7.144, -0.127, 5.812)  0.10
H (-7.372, -0.392, 3.368)  0.10
H (-5.486, 0.179, 1.881)  0.10
C (1.551, -3.748, 4.856)  -0.11
C (2.599, -3.617, 3.958)  -0.10
C (2.385, -3.131, 2.685)  -0.04
C (1.102, -2.748, 2.261)  -0.32
C (0.057, -2.893, 3.177)  -0.06
C (0.276, -3.389, 4.447)  -0.09
N (0.903, -2.218, 1.005)  -0.15
C (1.804, -2.651, 0.028)  -0.32
C (2.661, -1.763, -0.613)  -0.06
C (3.593, -2.233, -1.520)  -0.09
C (3.692, -3.589, -1.780)  -0.10
C (2.845, -4.480, -1.140)  -0.07
C (1.899, -4.016, -0.249)  -0.01
H (1.730, -4.126, 5.851)  0.09
H (3.602, -3.890, 4.257)  0.10
H (3.217, -3.031, 2.004)  0.11
H (-0.932, -2.626, 2.859)  0.05
H (-0.568, -3.509, 5.114)  0.11
H (2.620, -0.723, -0.340)  0.07
H (4.273, -1.545, -2.003)  0.10
H (4.446, -3.950, -2.462)  0.10
H (2.930, -5.541, -1.327)  0.10
H (1.235, -4.694, 0.264)  0.13
C (5.276, -0.754, 2.074)  -0.08
C (4.521, 0.578, 2.144)  -0.23
C (3.093, 0.395, 2.511)  -0.57
N (2.107, 0.480, 1.707)  0.03
N (0.908, 0.290, 2.260)  -0.10
C (0.952, 0.046, 3.536)  -0.68
N (-0.118, -0.086, 4.332)  0.12
S (2.591, 0.055, 4.172)  1.11
H (6.331, -0.579, 1.874)  0.07
H (4.872, -1.375, 1.277)  0.06
H (5.189, -1.295, 3.014)  0.07
H (4.551, 1.073, 1.172)  0.09
H (4.990, 1.232, 2.885)  0.11
H (-0.998, -0.330, 3.888)  0.02
H (0.041, -0.479, 5.244)  0.10



No. 2
Density functional theory data (ωB97M-V/def2-TZVPD) for a single C2H5N3S molecule in a non-equilibrium geometry.

Values from the calculation:
Electronic energy in Eh: -641.523448
Orbital gap (alpha / beta) in hartree: 0.31946 / 0.31956
Charge: 0
Relative energy (zero: lowest compared OMol25 entry of this formula, charge and spin) in kcal per mole: 100.77

Each line ends with the Löwdin charge.
Element x y z (Å)
C (0.599, 0.379, 0.381)  -0.30
C (0.191, -1.027, 0.282)  -0.51
N (-0.283, -0.606, -1.814)  0.12
N (-0.252, 0.581, -1.718)  -0.18
N (-0.120, 1.201, -0.575)  -0.05
S (-1.289, -1.687, 1.088)  0.71
H (0.377, 0.616, 1.389)  0.10
H (1.626, 0.583, 0.381)  0.10
H (0.957, -1.689, 0.449)  0.02
H (0.109, 2.215, -0.586)  0.15
H (-1.917, -0.567, 0.724)  -0.14



No. 3
Density functional theory data (ωB97M-V/def2-TZVPD) for a single C22H27N molecule in a non-equilibrium geometry.

Values from the calculation:
Electronic energy in Eh: -909.189540
Orbital gap in hartree: 0.29055
Charge: 0
SMILES string: CC(C)(C)c1ccc(-c2cc3cc(C(C)(C)C)ccc3[nH]2)cc1
Relative energy (zero: lowest compared OMol25 entry of this formula, charge and spin) in kcal per mole: 3.46

Each line ends with the Löwdin charge.
Element x y z (Å)
C (0.753, 0.935, -0.362)  0.03
C (0.950, -0.128, 0.514)  -0.18
C (1.905, 1.131, 2.287)  0.00
C (2.173, -1.269, 2.323)  -0.03
C (-1.503, -1.346, -1.830)  -0.01
C (2.400, 1.206, 3.550)  -0.05
C (2.805, -1.124, 3.519)  -0.02
C (-1.908, -0.637, -2.988)  -0.01
C (-0.791, 1.399, -2.401)  0.04
C (1.752, -0.120, 1.670)  -0.18
C (-0.287, 0.647, -1.311)  -0.15
C (-0.734, -0.629, -0.997)  -0.30
C (2.876, 0.112, 4.239)  -0.15
C (-1.672, 0.763, -3.297)  -0.13
N (-0.081, -0.981, 0.098)  0.11
C (4.305, -0.865, 6.103)  -0.08
C (2.097, -0.002, 6.587)  -0.05
C (4.043, 1.616, 6.039)  -0.03
C (-2.988, 2.786, -4.029)  -0.09
C (-1.291, 2.054, -5.495)  -0.06
C (-3.342, 0.782, -5.315)  -0.08
C (3.352, 0.241, 5.731)  -0.53
C (-2.326, 1.525, -4.483)  -0.59
H (1.429, 1.788, -0.279)  0.11
H (1.705, 2.100, 1.855)  0.12
H (2.151, -2.206, 1.827)  0.11
H (-1.809, -2.369, -1.582)  0.12
H (2.470, 1.995, 4.223)  0.09
H (3.047, -2.086, 3.994)  0.11
H (-2.604, -1.229, -3.569)  0.09
H (-0.739, 2.499, -2.550)  0.12
H (-0.163, -1.969, 0.359)  0.17
H (4.407, -0.814, 7.216)  0.10
H (4.110, -1.867, 5.912)  0.05
H (5.309, -0.661, 5.858)  0.07
H (1.386, 0.753, 6.183)  0.09
H (1.650, -1.003, 6.350)  0.10
H (2.237, 0.261, 7.648)  0.09
H (4.533, 1.949, 5.104)  0.10
H (3.397, 2.276, 6.479)  0.04
H (4.774, 1.512, 6.844)  0.08
H (-3.385, 3.235, -5.000)  0.11
H (-2.222, 3.453, -3.622)  0.07
H (-3.687, 2.640, -3.170)  0.11
H (-1.726, 2.696, -6.316)  0.11
H (-0.820, 1.209, -5.935)  0.07
H (-0.577, 2.673, -5.023)  0.06
H (-2.907, -0.041, -5.959)  0.10
H (-4.021, 1.460, -5.861)  0.09
H (-3.971, 0.110, -4.677)  0.08